Below is an isolated molecule of C3H5NO at a distorted geometry, with properties calculated with ωB97M-V/def2-TZVPD.

XYZ file:
```
10
C3H5NO | the OMol25 dataset | ωB97M-V/def2-TZVPD
C -1.2306 0.7059 0.4765
O -0.2933 0.5140 -0.5747
C 0.9466 -1.1360 -0.6683
C 1.1546 0.1733 -0.1650
N 2.0263 0.7929 0.3846
H -1.3313 1.7773 0.6760
H -0.9088 0.2079 1.4008
H -2.1991 0.3104 0.1582
H 1.2352 -1.4162 -1.6800
H 0.6004 -1.9295 -0.0080
```

Properties
LUMO level (spin up / spin down), eV: -0.3276 / -1.5465
Calculated total energy, eV: -6724.334
Net charge: 0
E_HOMO (spin up / spin down), eV: -9.9851 / -8.4510
HOMO-LUMO gap (spin up / spin down), Ha: 0.355 / 0.254

Löwdin atomic charge list, values in e, 4 entries: -0.112, -0.160, 0.149, -0.549

=====

Below is a structure of composition C3H5NO at a distorted geometry, with properties calculated with ωB97M-V/def2-TZVPD.

XYZ file:
```
10
C3H5NO | the OMol25 dataset | ωB97M-V/def2-TZVPD
C 1.3221 0.0236 -0.0086
C -0.3431 1.0787 -0.0350
C -0.8469 -0.3649 0.0432
N 0.4637 -0.9872 -0.0481
O 2.4865 0.2260 0.0307
H -0.4776 1.7043 0.8281
H -0.4465 1.5629 -0.9900
H -1.3277 -0.6009 0.9975
H -1.5080 -0.6626 -0.7750
H 0.6777 -1.9800 -0.0428
```

Properties
⟨S²⟩: 2.01
LUMO level (spin up / spin down), eV: 1.1141 / -1.7796
Calculated total energy, eV: -6723.687
Net charge: 0
E_HOMO (spin up / spin down), eV: -4.5049 / -10.4336
HOMO-LUMO gap (spin up / spin down), Ha: 0.206 / 0.318
Multiplicity: 3

Löwdin atomic charge list, values in e, 4 entries: -0.395, -0.036, -0.230, 0.029

=====

Below is an isolated molecule of C3H5NO at a distorted geometry, with properties calculated with ωB97M-V/def2-TZVPD.

XYZ file:
```
10
C3H5NO | the OMol25 dataset | ωB97M-V/def2-TZVPD
C 1.0244 1.0090 0.0058
C -0.0413 0.2081 -0.1750
C -1.4508 -0.2423 -0.1170
N 1.5449 -1.0613 -0.1032
O 2.1806 0.2573 -0.0362
H 0.9676 2.0207 0.0677
H -1.8370 -0.7489 0.6859
H -1.9959 0.6889 -0.2291
H -1.6161 -0.8745 -0.9575
H 1.2237 -1.2571 0.8586
```

Properties
⟨S²⟩: 2.02
LUMO level (spin up / spin down), eV: 0.9258 / -1.6425
Calculated total energy, eV: -6721.168
Net charge: 0
E_HOMO (spin up / spin down), eV: -6.6314 / -8.7676
HOMO-LUMO gap (spin up / spin down), Ha: 0.278 / 0.262
Multiplicity: 3

Löwdin atomic charge list, values in e, 4 entries: -0.168, -0.079, -0.082, 0.118

=====

Below is an isolated molecule of C3H5NO at a distorted geometry, with properties calculated with ωB97M-V/def2-TZVPD.

XYZ file:
```
10
C3H5NO | the OMol25 dataset | ωB97M-V/def2-TZVPD
C -1.3190 -0.4078 0.0481
C -0.1557 -1.0805 -0.1143
C 1.7347 0.6854 -0.1911
N 1.0746 -0.5274 -0.5802
O 2.1433 -0.5336 0.3919
H -2.2004 -0.8290 0.2473
H -1.3346 0.7097 -0.2844
H 0.2251 -2.0292 0.2024
H 2.4553 1.1061 -0.8264
H 1.0285 1.4008 0.4457
```

Properties
⟨S²⟩: 2.01
LUMO level (spin up / spin down), eV: 1.0387 / -2.0573
Calculated total energy, eV: -6721.189
Net charge: 0
E_HOMO (spin up / spin down), eV: -5.3673 / -9.8603
HOMO-LUMO gap (spin up / spin down), Ha: 0.235 / 0.287
Multiplicity: 3

Löwdin atomic charge list, values in e, 4 entries: 0.002, -0.200, -0.146, -0.053